Entry a
The following is a quantum chemistry calculation of an isolated ion of composition C4H8N3 and charge +1, from OMol25.

ORCA input file:
```
! wB97M-V def2-TZVPD RIJCOSX def2/J DEFGRID3
* xyz 1 1
N 3.6354 -1.0921 -0.5086
N 3.2564 -0.0984 0.0020
N 0.2570 0.3593 0.3393
C -1.2106 0.5157 0.0543
C -1.6703 -0.9634 0.0120
C 1.1511 0.9518 -0.2640
C 2.5640 0.9025 0.2398
H 2.8292 1.7947 0.7897
H 0.9471 1.7173 -0.9118
H -2.2050 -1.2571 0.8738
H -0.9622 -1.7429 -0.0613
H -1.0984 1.0255 -0.9602
H 3.7475 -1.9508 0.0860
H -1.6803 1.1535 0.7764
H -2.3604 -0.9995 -0.7482
*
```

Summary:
Structure (SMILES): CC/N=C/C=[N+]=N
LUMO level, eV: -6.3
Orbital gap, eV: 7.74

These are the natural (NBO) partial charges, in e, on atoms 1 to 5: atom 1 (N): -0.095, atom 2 (N): 0.117, atom 3 (N): -0.285, atom 4 (C): -0.228, atom 5 (C): -0.619

Entry b
The following is a quantum chemistry calculation of an isolated ion of composition C4H8N3 and charge +1, from OMol25.

ORCA input file:
```
! wB97M-V def2-TZVPD RIJCOSX def2/J DEFGRID3
* xyz 1 1
N 0.3710 -0.7752 -0.1600
N -0.2693 -1.7873 0.3754
N -1.4889 0.0056 0.8220
C 1.6394 -0.8284 -0.8821
C -0.1026 1.9276 -0.0871
C -0.4973 0.5901 0.2176
C -1.3239 -1.3696 0.9229
H -1.9380 -2.0205 1.4332
H 0.7772 2.0860 0.3595
H 2.2267 -0.1582 -0.3365
H 1.4961 -0.8355 -2.0079
H 0.1435 2.0587 -1.2676
H -0.7676 2.5315 0.3558
H -2.3694 0.3613 1.1559
H 2.1032 -1.7862 -0.9014
*
```

Summary:
Structure (SMILES): Cc1[nH]cn[n+]1C
LUMO level, eV: -4.1
Orbital gap, eV: 10.12

These are the natural (NBO) partial charges, in e, on atoms 1 to 5: atom 1 (N): -0.143, atom 2 (N): -0.140, atom 3 (N): -0.482, atom 4 (C): -0.448, atom 5 (C): -0.686

Entry c
The following is a quantum chemistry calculation of an isolated ion of composition C4H8N3 and charge +1, from OMol25.

ORCA input file:
```
! wB97M-V def2-TZVPD RIJCOSX def2/J DEFGRID3
* xyz 1 1
N -2.1157 0.0529 0.9964
N -1.3912 -0.7688 -1.0794
N -2.5644 -0.2495 2.0475
C 0.2248 0.4308 0.2942
C 1.3209 -0.5969 0.2339
C 0.4028 1.7248 0.5237
C -1.0915 -0.1784 0.0513
H 1.4179 -1.0252 -0.7631
H -0.4098 2.4289 0.5426
H 2.2649 -0.1325 0.5021
H 1.3966 2.1114 0.6649
H -2.2388 -1.0989 2.5409
H -2.2757 -1.2393 -1.2153
H 1.1294 -1.4151 0.9288
H -0.8023 -0.6570 -1.8949
*
```

Summary:
Structure (SMILES): [H]/N=N\C(=[NH2+])C(=C)C
LUMO level, eV: -4.9
Orbital gap, eV: 9.22

These are the natural (NBO) partial charges, in e, on atoms 1 to 5: atom 1 (N): -0.062, atom 2 (N): -0.675, atom 3 (N): -0.122, atom 4 (C): -0.126, atom 5 (C): -0.630

From most stable to least stable, the computed energies give entry b, entry c, entry a.

Entry a
The following is a quantum chemistry calculation of C6H18FNaO3S3 as an isolated structure, from OMol25.

ORCA input file:
```
! wB97M-V def2-TZVPD RIJCOSX def2/J DEFGRID3
* xyz 0 1
S 2.2171 0.8017 -1.7021
S 0.4842 -3.6308 -0.1962
S -3.0218 2.3569 -0.5925
Na -0.7440 -0.5535 0.3867
F -1.6409 -1.1935 2.4543
O 1.3061 -0.1125 -0.9231
O -2.4409 0.9730 -0.4734
O -0.1155 -2.3451 -0.7014
C 3.9011 0.1627 -1.5871
C 2.4019 2.3096 -0.7307
C -2.9851 3.0028 1.1165
C -4.8488 2.2408 -0.7065
C 2.1827 -3.1754 0.1631
C 0.0329 -3.9212 1.5391
H 0.8479 -4.5472 1.9128
H -3.8509 3.6448 1.2748
H 1.4111 2.7313 -0.6008
H 4.3600 0.3960 -0.6249
H 2.1758 -2.1232 0.4520
H 2.7447 -3.7001 0.9369
H 4.4969 0.7571 -2.2859
H 3.0853 3.0247 -1.1934
H -5.2705 1.5907 0.0568
H -0.0238 -3.0034 2.1226
H -0.8374 -4.5711 1.5753
H 2.8204 -3.2334 -0.7198
H -5.2810 3.2404 -0.6263
H -5.1311 1.9099 -1.7058
H 3.8785 -0.8779 -1.8818
H -3.0042 2.2289 1.8826
H -2.0523 3.5609 1.1706
H 2.9014 2.0562 0.2075
*
```

Summary:
LUMO level, eV: 0.1
Orbital gap, eV: 7.79

These are the natural (NBO) partial charges, in e, on atoms 1 to 5: atom 1 (S): 1.245, atom 2 (S): 1.243, atom 3 (S): 1.226, atom 4 (Na): 0.948, atom 5 (F): -0.976

Entry b
The following is a quantum chemistry calculation of C6H18FNaO3S3 as an isolated structure, from OMol25.

ORCA input file:
```
! wB97M-V def2-TZVPD RIJCOSX def2/J DEFGRID3
* xyz 0 1
S 25.9636 -4.1478 -11.3474
S 24.4594 -7.4902 -7.5924
S 19.9509 -7.1786 -9.1199
Na 21.2830 -3.2919 -11.7660
F 21.5306 -4.0723 -9.4163
O 24.7805 -8.9804 -7.7619
O 26.6508 -5.2826 -10.6423
O 19.4770 -7.2326 -7.6035
C 22.7565 -7.4188 -6.8392
C 23.9070 -6.9016 -9.3017
C 25.2254 -3.0472 -10.0654
C 19.6773 -8.7887 -9.9728
C 18.8402 -6.1199 -10.0052
C 27.2819 -2.9427 -11.8137
H 25.1178 -2.0127 -10.3917
H 18.6684 -9.2003 -10.0017
H 19.2381 -5.1103 -9.9036
H 20.1690 -8.7424 -10.9445
H 26.7773 -2.0921 -12.2720
H 24.2070 -3.1823 -9.7012
H 22.1693 -8.2097 -7.3059
H 23.1713 -7.5520 -9.7749
H 23.5409 -5.8837 -9.1678
H 17.8068 -5.9988 -9.6805
H 24.7248 -6.9486 -10.0208
H 18.7620 -6.3106 -11.0755
H 27.8899 -3.4382 -12.5707
H 25.7866 -3.0964 -9.1322
H 22.2497 -6.4925 -7.1099
H 20.2042 -9.5236 -9.3642
H 22.7331 -7.4964 -5.7522
H 27.7066 -2.7108 -10.8371
*
```

Summary:
LUMO level, eV: -1.9
Orbital gap, eV: 6.07

These are the natural (NBO) partial charges, in e, on atoms 1 to 5: atom 1 (S): 1.200, atom 2 (S): 1.178, atom 3 (S): 1.203, atom 4 (Na): 0.982, atom 5 (F): -0.981

From most stable to least stable, the computed energies give entry a, entry b.

Entry a
The following is a quantum chemistry calculation of C5H7Br as an isolated structure, from OMol25.

ORCA input file:
```
! wB97M-V def2-TZVPD RIJCOSX def2/J DEFGRID3
* xyz 0 1
Br 3.6723 0.0093 -2.4537
C 1.2301 -0.0504 0.3311
C 0.9895 -0.9075 1.4810
C 0.5013 1.0440 -0.6024
C 1.8330 0.4619 -0.6713
C -0.5974 0.5818 -1.5139
H 0.0593 -1.4571 1.3292
H 0.3917 2.0543 -0.2208
H -0.8012 1.3372 -2.2701
H 1.8057 -1.6181 1.5968
H -0.3096 -0.3406 -2.0117
H -1.5171 0.4105 -0.9546
H 0.8946 -0.3171 2.3925
*
```

Summary:
LUMO level, eV: -1.5
Orbital gap, eV: 7.93

These are the natural (NBO) partial charges, in e, on atoms 1 to 5: atom 1 (Br): -0.287, atom 2 (C): -0.022, atom 3 (C): -0.666, atom 4 (C): -0.173, atom 5 (C): 0.195

Entry b
The following is a quantum chemistry calculation of one molecule with the formula C5H7Br, from OMol25.

ORCA input file:
```
! wB97M-V def2-TZVPD RIJCOSX def2/J DEFGRID3
* xyz 0 1
Br -0.7722 1.4356 -1.7069
C -0.0992 0.1681 -0.2253
C -0.9443 -0.9849 -0.3231
C 1.3430 -0.0381 -0.6238
C -0.2384 0.9594 1.1751
C -1.5272 -2.0409 -0.4476
H 1.9156 -0.7654 -0.0111
H -0.3926 0.2462 2.0674
H 0.5894 1.6394 1.3450
H -2.0561 -2.8860 -0.0897
H 2.0032 0.9528 -0.6147
H 1.3528 -0.2463 -1.7245
H -1.1740 1.5601 1.1791
*
```

Summary:
Structure (SMILES): C#CC(C)(C)Br
LUMO level, eV: 0.5
Orbital gap, eV: 10.36

These are the natural (NBO) partial charges, in e, on atoms 1 to 5: atom 1 (Br): -0.055, atom 2 (C): -0.065, atom 3 (C): -0.051, atom 4 (C): -0.642, atom 5 (C): -0.616

From most stable to least stable, the computed energies give entry b, entry a.

Entry a
The following is a quantum chemistry calculation of one molecule with the formula C8H6O4, from OMol25.

ORCA input file:
```
! wB97M-V def2-TZVPD RIJCOSX def2/J DEFGRID3
* xyz 0 1
O 0.6195 1.0352 -1.0493
O -0.0682 0.8463 -3.3027
O 1.5080 -0.4442 -2.6060
O -1.2629 -2.3008 -1.3097
C 0.3828 0.1750 -2.1477
C -0.3986 -0.6583 0.3006
C 0.2052 0.5655 0.1995
C 0.2317 0.7418 2.5123
C -0.4684 -0.4586 2.6277
C 0.6250 1.3118 1.2574
C -0.6788 -1.3436 -0.8992
C -0.8852 -1.1279 1.5424
H 1.4454 -0.3673 -3.6397
H -1.2491 -2.1600 1.3840
H 0.9558 2.2946 1.1723
H -0.7714 -0.7730 3.6833
H 0.5760 1.1700 3.3801
H -0.7669 1.4934 -3.1054
*
```

Summary:
LUMO level, eV: -0.4
Orbital gap, eV: 7.45

These are the natural (NBO) partial charges, in e, on atoms 1 to 5: atom 1 (O): -0.515, atom 2 (O): -0.740, atom 3 (O): -0.719, atom 4 (O): -0.496, atom 5 (C): 0.659

Entry b
The following is a quantum chemistry calculation of one molecule with the formula C8H6O4, from OMol25.

ORCA input file:
```
! wB97M-V def2-TZVPD RIJCOSX def2/J DEFGRID3
* xyz 0 1
O 0.5428 -0.6306 3.3280
O -1.9571 -1.8022 0.1941
O 3.1095 1.9889 -0.5376
O -1.9111 -0.4566 -2.2012
C 0.9799 0.3124 0.6887
C -1.0005 -0.8944 -0.0139
C -0.2520 -0.9069 2.4175
C 0.0042 0.6464 -1.4502
C 1.9284 2.0951 -0.7746
C 1.0308 0.9775 -0.5055
C -0.0848 -0.5713 1.0505
C -0.9431 -0.2675 -1.2283
H 0.1418 1.2715 -2.4092
H -1.2104 -1.4194 2.6159
H 1.5015 2.9350 -1.2809
H -1.5066 -2.3529 0.8729
H -2.1605 -1.3876 -2.1515
H 1.7875 0.4626 1.3853
*
```

Summary:
Structure (SMILES): O=Cc1cc(O)c(O)c(C=O)c1
LUMO level, eV: -0.8
Orbital gap, eV: 8.63

These are the natural (NBO) partial charges, in e, on atoms 1 to 5: atom 1 (O): -0.515, atom 2 (O): -0.644, atom 3 (O): -0.492, atom 4 (O): -0.668, atom 5 (C): -0.087

From most stable to least stable, the computed energies give entry b, entry a.